(1)
Formula: C40H30O8RuS4
Source: OMol25
Level of theory: wB97M-V/def2-TZVPD

```
83
Properties=species:S:1:pos:R:3:forces:R:3
Ru 1.374477 1.524377 1.271894 -0.090 0.553 0.643
O 4.981154 0.910655 2.662400 -0.047 -0.137 -0.231
S 3.887095 1.595252 2.102242 0.913 0.633 0.479
O 2.598620 1.431831 2.901407 -1.222 0.107 -0.945
O 3.384792 1.241830 0.737623 -0.438 -0.330 -0.125
C 4.289753 3.322796 1.965990 0.107 -0.277 0.046
C 5.548468 3.648856 2.435888 -0.099 0.052 0.015
C 6.041925 4.942807 2.276804 0.012 0.030 -0.027
C 5.288388 5.896205 1.626633 0.042 0.004 0.002
C 4.019296 5.576797 1.146309 -0.048 -0.038 -0.005
C 3.515594 4.300994 1.311614 -0.209 0.063 -0.164
S 1.815154 4.106669 0.832495 0.577 0.993 0.275
O 1.297861 5.329801 0.354440 0.067 -0.261 -0.162
O 1.164612 3.502813 2.021424 -0.205 -0.712 -0.036
O 1.698355 2.938793 -0.161060 -0.270 -1.185 0.577
H 6.146786 2.889736 2.918371 0.012 0.006 0.003
H 7.024591 5.182542 2.658602 -0.004 0.020 -0.005
H 5.669637 6.898317 1.487803 0.002 -0.001 0.011
H 3.408773 6.325148 0.661208 0.029 0.024 -0.003
C -7.049938 2.904127 1.684858 -0.022 0.025 0.003
C -5.665152 2.334179 1.634332 0.028 -0.089 0.011
C -5.423511 1.010686 2.002402 0.006 0.059 -0.047
C -4.145075 0.483177 1.947813 -0.006 -0.032 0.010
C -3.104507 1.288179 1.497318 0.067 -0.204 0.263
C -3.306889 2.614427 1.141841 0.035 0.131 0.023
C -4.588024 3.122881 1.216411 -0.006 0.039 -0.007
S -1.538379 0.490424 1.470437 -0.739 -0.218 -0.565
O -0.546067 1.666701 1.798068 1.481 0.126 -0.024
C -1.247676 0.229191 -0.262197 0.342 -0.681 0.379
C -1.278917 1.284752 -1.183335 -0.106 0.472 -0.639
C -1.191820 1.001787 -2.519845 -0.058 0.172 0.377
C -1.090649 -0.335965 -2.972892 0.000 -0.087 -0.132
C -1.108262 -0.648066 -4.348380 0.013 -0.394 -0.244
C -1.019130 -1.957143 -4.773586 -0.045 0.818 -0.085
C -0.885931 -2.992658 -3.845238 0.113 -0.186 0.895
C -0.855424 -2.719495 -2.492097 0.121 -0.157 -0.568
C -0.975639 -1.388588 -2.030141 0.045 -0.151 -0.075
C -1.027007 -1.079646 -0.645518 0.210 0.151 0.160
C -0.829578 -2.120253 0.397411 0.016 0.215 0.100
C -1.874992 -3.039725 0.662081 -0.036 -0.186 -0.013
C -3.076094 -3.046224 -0.097043 -0.273 -0.161 0.126
C -4.063302 -3.959326 0.174290 0.239 0.415 -0.221
C -3.903692 -4.896443 1.209497 0.325 -0.164 0.379
C -2.762233 -4.901555 1.970187 -0.319 -0.084 -0.095
C -1.725181 -3.973366 1.722380 -0.037 0.018 -0.112
C -0.554995 -3.943308 2.511146 0.136 0.125 -0.035
C 0.434093 -3.030148 2.266200 0.123 -0.210 0.350
C 0.296546 -2.129298 1.200165 -0.473 0.320 -0.094
S 1.684982 -0.992684 1.016343 -0.131 -0.321 -0.416
O 2.634689 -1.350363 2.060318 0.058 0.263 0.104
C 2.327314 -1.427622 -0.567185 -0.102 0.538 -0.224
C 2.870622 -2.696404 -0.718828 0.050 -0.064 0.258
C 3.509520 -3.008305 -1.904093 -0.039 0.084 -0.042
C 3.602598 -2.073369 -2.936979 -0.048 -0.036 -0.005
C 4.314250 -2.405618 -4.214204 0.002 -0.001 -0.054
C 3.025443 -0.814665 -2.761374 -0.070 0.041 -0.032
C 2.386298 -0.480932 -1.581479 0.111 -0.100 0.052
H -7.680927 2.356421 2.381959 0.004 -0.001 0.000
H -7.515138 2.845669 0.698588 0.006 -0.006 -0.006
H -7.035494 3.953217 1.976452 0.006 -0.004 0.005
H -6.240139 0.395521 2.357236 0.004 -0.002 -0.007
H -3.954972 -0.537138 2.260193 -0.020 -0.008 0.001
H -2.479317 3.253601 0.866825 0.002 0.012 -0.020
H -4.760949 4.161126 0.962734 0.007 -0.003 -0.005
H -1.389290 2.305608 -0.846093 -0.070 0.036 -0.024
H -1.244088 1.801683 -3.247948 0.037 0.002 0.014
H -1.216159 0.155448 -5.066499 0.029 -0.015 0.004
H -1.051267 -2.187615 -5.830168 -0.005 0.038 0.001
H -0.806400 -4.014577 -4.191905 -0.017 -0.001 0.041
H -0.760168 -3.525586 -1.776425 0.017 -0.002 -0.037
H -3.212882 -2.322920 -0.890474 -0.018 -0.044 -0.004
H -4.973950 -3.960774 -0.409560 0.010 0.019 -0.016
H -4.691591 -5.610593 1.406962 0.020 -0.016 0.017
H -2.639366 -5.615871 2.774503 -0.014 0.000 -0.009
H -0.450645 -4.646627 3.327714 0.017 0.005 -0.016
H 1.326363 -2.985241 2.876446 -0.061 -0.069 0.009
H 2.836790 -3.410723 0.095450 -0.012 -0.008 -0.024
H 3.964673 -3.983282 -2.023366 -0.036 0.001 0.004
H 4.729362 -3.410949 -4.192145 -0.005 0.011 0.000
H 5.128250 -1.702940 -4.395635 0.009 0.002 0.014
H 3.633622 -2.333444 -5.064765 0.003 -0.010 0.027
H 3.102933 -0.077453 -3.551027 -0.024 -0.016 -0.017
H 1.977119 0.511876 -1.440264 -0.028 0.049 -0.057
```
Forces are in eV/Å.

Properties
Electronic energy: -104252.2654 eV
Lowest unoccupied orbital energy: -8.86 eV
Kohn-Sham gap: 4.501 eV
F_max: 0.030 Eh/bohr
Charge: +2
Energy above the lowest of the compared OMol25 structures with the same formula, charge and spin: 0.311 eV


(2)
Formula: C2H3NO2
Source: OMol25
Level of theory: wB97M-V/def2-TZVPD

```
8
Properties=species:S:1:pos:R:3:forces:R:3
O -1.889884 -0.655080 -0.037021 0.114 -0.878 0.223
C -1.337123 0.396097 0.032776 0.652 1.227 -0.514
N 0.055845 0.626143 -0.002303 -0.766 0.496 0.210
C 1.019274 -0.367040 0.052387 0.512 0.888 -0.768
O 2.197526 -0.113290 -0.029787 -0.426 -0.270 0.275
H -1.908568 1.342351 0.053557 0.220 0.016 0.126
H 0.382791 1.598223 -0.089578 -0.218 -0.807 0.188
H 0.580812 -1.350956 0.075627 -0.086 -0.672 0.261
```
Forces are in eV/Å.

Properties
Electronic energy: -7707.7666 eV
Lowest unoccupied orbital energy: 0.69 eV
Kohn-Sham gap: 11.150 eV
F_max: 0.029 Eh/bohr
Charge: 0
Energy above the lowest of the compared OMol25 structures with the same formula, charge and spin: 0.076 eV
Structure (SMILES): O=CNC=O


(3)
Formula: C5H13NO
Source: OMol25
Level of theory: wB97M-V/def2-TZVPD

```
20
Properties=species:S:1:pos:R:3:forces:R:3
C 0.905986 -1.796085 -1.602899 1.330 2.901 2.003
C 0.356194 -0.527239 -0.797211 -0.466 2.110 1.977
N 1.003935 0.852538 -1.125164 -2.524 0.471 -2.954
C 0.489589 -0.494684 0.858179 2.560 0.562 -3.288
C -0.028529 0.854650 1.397592 1.423 -0.322 -0.102
C -1.465935 1.132498 1.092135 -1.072 -0.072 0.731
O -2.407919 0.273713 1.801743 -1.556 0.143 -2.186
H 2.006624 -1.920880 -1.490711 -0.450 0.140 1.004
H 0.447300 -2.686708 -1.251674 -0.674 -0.802 -0.444
H 0.978195 -1.511960 -2.619529 -1.282 -0.351 -1.463
H -0.757994 -0.312148 -0.789319 1.279 -1.011 -1.417
H 0.514402 1.477174 -1.954476 1.179 -2.509 2.643
H 1.912435 0.713576 -1.501446 1.049 -0.324 -0.239
H 1.603336 -0.600332 0.931608 -0.662 0.528 0.582
H 0.147127 -1.407060 1.243042 -1.191 -1.040 0.854
H 0.336910 0.966028 2.443303 -0.867 0.058 -0.455
H 0.487278 1.645374 0.794391 -0.144 -0.741 0.720
H -1.628159 0.910722 0.009414 0.081 1.011 0.747
H -1.696670 2.181826 1.406981 0.118 -0.620 -0.760
H -3.204100 0.249004 1.154042 1.871 -0.132 2.047
```
Forces are in eV/Å.

Properties
Electronic energy: -8931.2086 eV
Lowest unoccupied orbital energy: 0.88 eV
Kohn-Sham gap: 10.064 eV
F_max: 0.082 Eh/bohr
Charge: 0
Energy above the lowest of the compared OMol25 structures with the same formula, charge and spin: 2.802 eV
Structure (SMILES): C[C@H](N)CCCO


Among the records above, which one has the highest Kohn-Sham gap? C2H3NO2


Which value of Kohn-Sham gap does entry 1 give? 4.501 eV


The lowest lowest unoccupied orbital energy belongs to which entry? C40H30O8RuS4